Formula: C2H15NaO6
Source: the OMol25 dataset
Level of theory: ωB97M-V/def2-TZVPD

Its spin multiplicity is 1. The calculation puts the HOMO-LUMO gap at 5.940 eV. Its LUMO energy is -0.6 eV. The calculation puts the energy above the lowest of the compared OMol25 structures with the same formula, charge and spin at 0.088 eV. As for the HOMO energy: -6.541 eV. For the total energy, the calculation gives -698.9464 Eh.

```
24
Properties=species:S:1:pos:R:3:forces:R:3
Na -0.70204 -0.52622 0.14201 0.6 0.4 -0.1
C 1.77072 3.47245 -0.16432 0.2 0.9 0.0
C 1.26606 2.11457 -0.54201 -0.8 -1.4 0.4
O 0.39458 1.58621 0.41753 0.3 -0.8 -0.3
H 2.38930 3.42964 0.73496 -0.1 -0.1 0.0
H 0.92832 4.13934 0.04300 0.0 -0.1 0.0
H 2.36873 3.94054 -0.95540 0.0 -0.1 0.0
H 2.12878 1.42567 -0.67952 0.2 0.2 -0.2
H 0.77983 2.13369 -1.53662 0.1 0.3 -0.1
O -2.40000 -0.29310 1.77309 -0.2 -0.3 0.1
H -3.30301 0.01273 1.91090 0.1 0.1 0.0
H -2.21279 -0.86404 2.52700 0.0 0.2 0.0
O 1.86001 -0.72687 1.12000 -0.2 0.3 0.0
H 1.48831 0.19119 0.98648 -0.1 0.1 0.0
H 2.74582 -0.70237 0.74659 -0.1 0.0 0.0
O -2.70980 -1.04122 -1.39009 0.0 -0.1 0.1
H -3.42683 -0.47742 -1.07491 0.1 0.0 -0.1
H -3.01401 -1.94369 -1.23287 0.1 0.1 0.0
O 0.74211 -2.02089 -1.88266 -0.3 0.0 0.0
H 0.69778 -1.43632 -2.65057 0.1 -0.1 0.1
H 0.26645 -2.81574 -2.15093 0.1 0.1 0.0
O -0.74979 -2.89966 1.04026 -0.3 -0.1 0.0
H -0.11948 -3.62244 0.93895 0.1 0.3 0.0
H -1.18905 -3.07604 1.87914 0.1 0.0 -0.1
```
Positions in Å, forces in eV/Å.

---

Formula: C5H16N2O
Source: the OMol25 dataset
Level of theory: ωB97M-V/def2-TZVPD

Its spin multiplicity is 1. The calculation puts the HOMO-LUMO gap at 9.198 eV. Its LUMO energy is 0.6 eV. The calculation puts the energy above the lowest of the compared OMol25 structures with the same formula, charge and spin at 0.862 eV. As for the HOMO energy: -8.611 eV. For the total energy, the calculation gives -384.8264 Eh.

```
24
Properties=species:S:1:pos:R:3:forces:R:3
N 0.03070 -1.34257 1.05137 0.4 0.0 -0.9
C -0.63132 -0.18196 0.46870 -2.1 1.0 1.4
C -1.04897 -0.11705 -1.02989 1.3 -0.5 1.4
C 0.17507 -0.33852 -1.92011 0.1 -0.1 -1.3
C -1.72216 1.21011 -1.33421 -0.3 -0.3 -0.8
C 0.05960 1.05970 1.04569 1.6 0.6 0.7
N -0.43270 1.59808 2.32065 -0.2 0.2 -0.7
H -0.45951 -2.20613 0.84472 -0.1 0.0 0.0
H 0.93256 -1.41329 0.58354 0.0 -0.3 0.2
H -1.61814 -0.14095 0.97545 0.2 -0.1 -0.1
H -1.78247 -0.92018 -1.12873 0.1 -0.1 -0.3
H 0.48786 0.61487 -2.36087 -0.1 -0.1 -0.1
H 1.09768 -0.77391 -1.52554 -0.6 0.1 0.7
H -0.06950 -1.02605 -2.73755 -0.1 0.3 -0.2
H -2.63167 1.40716 -0.76811 0.1 -0.1 0.3
H -1.01293 2.01573 -1.20653 0.0 0.3 0.0
H -2.04100 1.20001 -2.38214 0.1 0.1 0.0
H 1.09102 0.79845 1.32153 0.0 -0.2 -0.5
H 0.17845 1.92290 0.38706 -0.3 -0.3 -0.4
H -1.43705 1.53103 2.38370 0.0 -0.1 0.4
H 0.06257 1.22543 3.11138 -0.4 -0.3 0.1
H 3.15915 -1.52990 -1.29669 0.0 0.0 0.0
H 3.40058 -1.11541 0.15056 0.1 0.0 0.1
O 2.81046 -1.63075 -0.40624 0.2 -0.1 0.0
```
Positions in Å, forces in eV/Å.

---

Formula: C4H7O4Y
Source: the OMol25 dataset
Level of theory: ωB97M-V/def2-TZVPD

Its spin multiplicity is 1. The calculation puts the HOMO-LUMO gap at 4.602 eV. Its LUMO energy is -0.9 eV. As for the HOMO energy: -5.467 eV. For the total energy, the calculation gives -495.8054 Eh.

```
16
Properties=species:S:1:pos:R:3:forces:R:3
C -1.84974 0.59125 0.60830 -1.4 -0.5 -2.2
O -2.97279 0.87411 0.18643 1.4 -0.5 0.5
O -1.18909 1.19953 1.49957 1.9 0.2 1.3
Y 0.88951 0.70258 2.31527 -0.9 0.2 -0.3
O 1.75547 1.60890 0.00266 -0.6 -0.2 -0.5
C 1.12460 2.10168 -0.91454 0.3 0.6 0.5
C -1.08555 -0.60124 -0.08395 -1.6 -0.2 0.0
O 0.05500 -0.97280 0.65605 0.4 0.9 0.4
C 0.88495 -1.92574 0.02443 0.3 -0.4 -0.3
H 1.58327 2.22032 -1.91475 -0.1 -0.2 0.2
H 0.12354 2.54421 -0.74714 0.1 -0.3 -0.1
H -0.85836 -0.38212 -1.14033 0.2 0.2 0.3
H -1.78807 -1.44962 -0.10052 0.1 0.2 0.0
H 1.76012 -2.06866 0.67036 -0.2 0.0 -0.2
H 0.35186 -2.87986 -0.10021 0.1 0.2 0.1
H 1.21528 -1.56253 -0.96163 -0.1 -0.1 0.2
```
Positions in Å, forces in eV/Å.

---

Formula: C43H49N5O18
Source: the OMol25 dataset
Level of theory: ωB97M-V/def2-TZVPD

Its spin multiplicity is 1. The calculation puts the HOMO-LUMO gap at 10.045 eV. Its LUMO energy is 0.5 eV. As for the HOMO energy: -9.550 eV. For the total energy, the calculation gives -3296.0117 Eh.

```
115
Properties=species:S:1:pos:R:3:forces:R:3
N 0.81342 2.92518 4.26597 0.9 -0.8 0.6
C -0.14590 3.00741 5.17671 -1.2 0.3 0.2
C -1.30717 3.75348 5.04168 1.3 -0.3 -1.5
C -1.48887 4.44427 3.83615 -0.5 0.1 1.0
C -0.51074 4.35728 2.87362 1.5 -0.9 0.1
C 0.67120 3.56777 3.14094 -2.6 1.9 -0.2
H -0.06547 2.43690 6.07636 0.5 -0.4 0.4
H -2.03422 3.70324 5.80342 -0.7 0.2 0.7
H -2.39093 5.06095 3.78368 0.3 -0.2 -0.6
H -0.56474 4.85917 1.92502 -0.1 0.2 -0.2
H 1.47035 3.58970 2.44017 0.5 -0.3 -0.6
N -2.25890 -0.47665 -0.91917 -0.9 0.0 -0.2
C -2.76272 0.75813 -0.95684 0.9 0.0 -0.2
C -1.97704 1.88647 -0.62441 -2.2 -0.7 -0.7
C -0.71088 1.77317 -0.16599 0.6 -1.8 -0.1
C -0.21391 0.45664 -0.13630 1.1 0.0 -0.3
C -0.99474 -0.62106 -0.55613 0.5 0.2 1.0
H -3.79155 0.85794 -1.32905 0.4 0.0 0.3
H -2.44553 2.82168 -0.79283 -0.3 1.0 0.1
H -0.13783 2.63459 0.08967 0.6 0.3 0.2
H 0.84208 0.25515 0.07757 -0.4 0.2 0.2
H -0.60202 -1.65579 -0.49596 -0.2 0.8 -0.2
N -1.98902 -0.24746 4.73118 -0.6 0.5 -0.5
C -3.16756 -0.83438 5.00823 1.7 0.9 -0.6
C -4.24549 -0.70098 4.19205 -1.2 0.1 -1.0
C -4.19665 0.05367 3.01009 2.6 -0.1 1.6
C -2.99680 0.71538 2.73264 -0.6 -0.3 0.6
C -1.96662 0.52855 3.63514 2.3 0.4 0.5
H -3.14943 -1.40565 5.89631 -0.4 -0.7 0.8
H -5.14339 -1.21276 4.47228 -0.5 -0.2 0.0
H -4.96906 0.10178 2.33331 -1.9 0.1 -1.2
H -2.85226 1.39533 1.90423 -0.1 -0.2 -0.1
H -0.96246 1.04505 3.49049 -1.4 -0.6 -0.1
N -2.21421 3.61409 -4.94288 0.5 0.0 0.2
C -2.91453 3.60187 -6.07085 -0.6 0.4 0.7
C -3.61693 2.46571 -6.47889 0.6 2.1 -2.2
C -3.49036 1.31638 -5.83616 1.4 -2.3 2.2
C -2.67478 1.29063 -4.67670 -0.7 0.1 0.1
C -2.08026 2.45442 -4.23766 -0.4 0.5 -0.7
H -3.04617 4.54018 -6.67809 0.5 -0.9 0.9
H -4.01961 2.50935 -7.46873 -0.8 0.0 -0.3
H -3.85522 0.37286 -6.21255 -0.4 0.0 0.0
H -2.58164 0.39555 -4.08208 0.1 -0.3 0.0
H -1.47400 2.45157 -3.31185 -0.4 0.2 -0.7
N 0.81700 -5.01173 3.59316 1.9 0.5 0.9
C 0.74779 -3.70145 3.88947 1.7 -0.7 0.4
C -0.40097 -3.00403 3.86562 -1.7 0.3 0.0
C -1.55197 -3.69499 3.42611 -0.4 1.8 0.2
C -1.47309 -4.96414 2.99712 0.2 -1.0 0.0
C -0.25352 -5.60324 3.22295 -2.0 0.5 -1.4
H 1.70632 -3.27703 4.18860 -0.2 0.2 -0.1
H -0.47701 -1.97516 4.18534 0.1 0.0 0.0
H -2.52355 -3.23570 3.40051 -0.1 0.6 -0.1
H -2.30276 -5.47705 2.51341 0.1 0.0 0.4
H -0.24464 -6.59710 2.94112 0.6 -2.2 -0.3
C 1.84877 4.95942 -3.45569 -0.4 2.5 -3.5
C 0.77806 3.96131 -3.43614 -2.9 -0.9 -2.1
O 1.49844 2.78088 -3.49191 0.5 -3.2 1.1
C 2.79226 2.94425 -3.75726 -1.2 2.3 -0.5
O 3.56343 2.10014 -4.02269 1.1 -1.2 0.1
O 3.02764 4.28960 -3.81280 0.9 -1.0 0.3
H 1.93008 5.50884 -2.60361 0.7 1.2 2.8
H 1.67796 5.72895 -4.26941 0.0 -0.8 0.8
H 0.17916 3.87612 -4.41396 0.5 1.0 1.5
H 0.03586 3.94868 -2.60768 0.9 0.2 -0.3
C 1.82461 -1.61422 -4.10633 -0.9 0.1 -0.4
C 0.45907 -1.14603 -4.69918 -0.4 -0.4 -0.2
O -0.51388 -1.70910 -3.78254 0.5 -0.4 0.3
C 0.06067 -2.69762 -3.04133 2.7 2.9 -2.5
O -0.49012 -3.37174 -2.27933 -1.2 -2.0 1.8
O 1.42985 -2.72937 -3.27254 -1.0 0.2 -0.1
H 2.31801 -0.86621 -3.48469 0.0 0.0 -0.1
H 2.48138 -1.97062 -4.91209 -0.1 0.1 0.5
H 0.25058 -1.63585 -5.67842 0.3 0.5 0.5
H 0.23777 -0.05859 -4.77794 0.6 -0.8 0.2
C 4.69891 1.23878 -0.70792 -1.1 -1.8 -0.3
C 5.31826 2.58048 -1.10580 0.1 0.2 0.2
O 4.27917 3.51169 -0.75809 0.8 0.1 -0.9
C 3.16657 2.87272 -0.41932 -0.4 0.8 1.8
O 2.18271 3.48342 -0.09344 -0.6 -0.1 -0.5
O 3.32492 1.57485 -0.26088 1.2 -0.1 -0.6
H 5.12789 0.58400 0.06835 0.1 0.8 -0.1
H 4.48898 0.54628 -1.54066 0.6 0.5 0.1
H 5.58861 2.68032 -2.14580 -0.7 -0.3 -0.7
H 6.24875 2.91230 -0.65873 -0.1 -0.3 1.0
C -3.48853 -3.64465 -2.45813 1.0 1.1 -0.4
C -3.05311 -3.93821 -1.04430 -1.9 -1.2 0.4
O -4.14685 -3.34069 -0.26693 0.9 1.8 -0.8
C -4.63705 -2.31336 -1.01317 -0.5 0.0 -1.2
O -5.41194 -1.47752 -0.64585 0.8 -0.5 -0.1
O -4.23247 -2.44694 -2.35349 -0.8 0.7 2.1
H -4.12641 -4.35977 -2.89407 -0.8 -1.3 -0.2
H -2.69239 -3.45463 -3.16840 0.3 -0.1 0.2
H -2.03333 -3.70937 -0.78187 -0.1 0.8 0.3
H -3.29676 -4.94146 -0.77880 0.8 -1.2 -0.2
C 2.87281 0.42298 3.29220 0.2 1.5 -0.8
C 3.20759 -0.10717 4.64088 -0.1 -0.7 0.1
O 3.85500 -1.38296 4.28217 -0.8 0.4 0.8
C 4.36763 -1.26934 3.05025 1.7 0.2 -0.5
O 5.13726 -2.05779 2.54850 -1.5 1.0 0.5
O 4.03501 -0.04339 2.53380 -1.0 -0.8 -0.2
H 2.81907 1.54249 3.18664 0.2 -1.3 0.3
H 1.90688 0.01287 2.94390 0.6 -0.1 -0.3
H 2.34756 -0.24944 5.28507 -0.2 -0.5 -0.1
H 3.88320 0.51307 5.19875 0.7 0.2 0.1
C 2.86925 -4.59596 0.65180 -0.5 0.4 -0.6
C 1.71152 -3.54974 0.55929 -0.7 -3.0 2.8
O 2.46451 -2.42280 0.58166 1.4 3.1 -0.8
C 3.60519 -2.64209 -0.15961 -1.4 -1.4 1.2
O 4.31313 -1.82813 -0.59173 1.2 2.1 -1.0
O 3.77216 -3.95119 -0.28015 0.4 -0.7 0.1
H 2.76951 -5.61409 0.26441 -0.5 0.3 0.4
H 3.31919 -4.54236 1.64023 0.0 -0.3 0.1
H 1.02765 -3.50416 1.46807 0.8 -0.4 -1.4
H 1.18936 -3.69299 -0.35048 -0.8 0.1 -1.0
```
Positions in Å, forces in eV/Å.